No. 1
{"formula": "C4H8ClI", "method": "wB97M-V/def2-TZVPD", "e_above_lowest_kj_mol": 66.3, "orbital_gap_ha": 0.3595, "total_energy_ha": -915.04018, "species": ["H", "H", "I", "Cl", "C", "C", "C", "H", "H", "H", "H", "H", "C", "H"], "positions_angstrom": [[0.00719, -1.15985, -1.97702], [-1.16047, -0.02790, -0.89219], [-3.77963, 1.48288, -2.07261], [-0.90777, 0.03445, 1.91244], [0.66619, -0.01245, 1.21485], [0.80981, -0.73458, -0.09746], [-0.10211, -0.29890, -1.31129], [1.96008, -0.77506, -0.28631], [0.53307, -1.78929, -0.05383], [0.21490, 0.61949, -1.90816], [1.58809, 1.00250, 2.92168], [2.69062, 0.68709, 1.53260], [1.72570, 0.49991, 1.93998], [-4.24569, 0.47171, -0.92267]]}

No. 2
{"formula": "C4H8ClN", "method": "wB97M-V/def2-TZVPD", "e_above_lowest_kj_mol": 278.0, "orbital_gap_ha": 0.3385, "total_energy_ha": -672.03084, "species": ["H", "C", "H", "C", "H", "C", "H", "H", "H", "Cl", "C", "H", "H", "N"], "positions_angstrom": [[-0.35936, 2.23794, 1.45946], [0.37178, 0.16758, 1.29077], [1.36320, 1.97419, 1.59391], [0.49584, 1.52700, 1.47187], [0.14163, -0.10333, -3.84220], [0.78235, -0.97605, -2.07201], [1.77504, -0.61468, -2.38165], [-1.02573, -0.82980, -2.86024], [-0.75344, -1.45372, 1.90054], [1.87135, -0.70076, 1.46266], [-0.76057, -0.71340, 1.06890], [-0.60182, -1.25088, 0.11842], [-1.74474, -0.10655, 1.12856], [-0.08474, -0.59520, -2.94342]]}

No. 3
{"formula": "C4H8ClN", "method": "wB97M-V/def2-TZVPD", "e_above_lowest_kj_mol": 822.6, "orbital_gap_ha": 0.3448, "total_energy_ha": -671.82340, "species": ["H", "C", "C", "H", "C", "H", "H", "Cl", "H", "C", "N", "H", "H", "H"], "positions_angstrom": [[0.11586, 1.94000, -1.86307], [0.36877, -1.44514, 1.06201], [0.45991, 0.14821, -0.65763], [1.45871, -2.52833, 1.56123], [-0.30804, 1.50645, -1.01836], [1.56654, 0.48791, 1.07948], [0.53219, -0.21475, -1.68469], [-0.24667, 2.82189, 0.03705], [-1.36471, 0.52845, 0.56437], [-1.14680, 0.41014, -0.51340], [1.40975, -0.32689, 0.51289], [-1.86676, -0.11752, -1.14222], [-0.61512, -0.85912, 2.03598], [-0.36362, -2.35131, 0.02637]]}

No. 4
{"formula": "C4H8ClN2S", "method": "wB97M-V/def2-TZVPD", "charge": 1, "e_above_lowest_kj_mol": 18.7, "orbital_gap_ha": 0.3429, "total_energy_ha": -1124.78663, "species": ["N", "N", "H", "H", "H", "H", "H", "C", "C", "C", "H", "H", "S", "C", "H", "Cl"], "positions_angstrom": [[-1.55260, 1.64510, 0.25608], [-0.76090, -1.90876, 0.58180], [-1.15409, 2.48047, -0.15495], [-0.73810, 0.89058, 2.19686], [2.46583, -1.82211, -0.11656], [0.61636, 0.49972, -0.58203], [1.35024, -3.21396, -0.52429], [1.49032, -2.10148, -0.45603], [0.32353, -1.41042, 0.16216], [-0.78075, 0.60884, 1.16916], [-2.52051, 1.90400, 0.42168], [-1.57503, 0.93376, -0.47739], [-1.82297, -0.87660, 1.34363], [0.56214, 0.09298, 0.41633], [1.42611, -1.57395, -1.44793], [1.91288, 0.43254, 1.60533]]}

No. 5
{"formula": "C4H8ClNO", "method": "wB97M-V/def2-TZVPD", "e_above_lowest_kj_mol": 270.2, "orbital_gap_ha": 0.3469, "total_energy_ha": -747.29566, "species": ["H", "C", "N", "H", "C", "H", "H", "H", "O", "H", "Cl", "H", "C", "H", "C"], "positions_angstrom": [[2.23363, -1.49962, 0.36549], [-0.22037, 0.67823, -0.92090], [-0.75816, 1.04404, 0.36606], [0.33683, 1.54909, -1.17528], [1.64112, -0.53613, 0.33460], [0.77312, -1.14079, -1.51554], [-1.72172, -0.02034, 1.73404], [1.25778, -0.22701, 1.27703], [-0.46235, -1.40901, 0.14212], [0.00306, 1.17767, 1.04693], [-3.11272, 0.03457, -0.18181], [2.28091, 0.21944, -0.02906], [-1.66094, 0.13381, 0.74850], [-1.00599, 0.71577, -1.56176], [0.41581, -0.71973, -0.63042]]}

No. 6
{"formula": "C4H8ClNO4", "method": "wB97M-V/def2-TZVPD", "e_above_lowest_kj_mol": 0.0, "orbital_gap_ha": [0.2825, 0.2901], "total_energy_ha": -972.89210, "multiplicity": 3, "species": ["C", "O", "H", "H", "C", "H", "O", "C", "H", "Cl", "C", "H", "H", "H", "O", "H", "N", "O"], "positions_angstrom": [[-1.28489, -0.12976, -2.02986], [1.90781, -0.23801, 2.67595], [2.10853, 0.99985, 0.68439], [-2.09774, -0.68745, -2.29893], [0.04462, 0.65170, 0.02191], [1.94257, -1.28792, 0.60700], [1.87642, -0.89614, -0.30538], [-0.93194, -0.43665, -0.43617], [-0.58018, -1.55095, -0.35525], [-0.52252, 2.25758, 0.19283], [1.52864, 0.45316, -0.18510], [-1.56570, 0.88885, -2.13027], [-0.45334, -0.37720, -2.49560], [-2.57878, 0.35459, 0.37517], [-2.12716, -0.50535, 0.25596], [1.99177, 0.88619, -1.15757], [0.75445, -0.02176, 2.87024], [-0.01257, -0.36075, 3.71067]]}